{
  "formula": "C29H71Br2F4N9O8P4",
  "method": "wB97M-V/def2-TZVPD",
  "homo_energy_ha": -0.2852,
  "total_charge": 0,
  "e_lumo_ev": -0.9416,
  "largest_force_ha_per_bohr": 0.1633,
  "species": ["C", "O", "C", "C", "C", "C", "C", "F", "C", "C", "C", "F", "Br", "C", "F", "F", "Br", "O", "C", "O", "P", "O", "O", "H", "H", "H", "H", "H", "H", "H", "H", "H", "H", "H", "H", "H", "H", "H", "H", "H", "O", "P", "N", "C", "C", "N", "C", "C", "N", "C", "C", "H", "H", "H", "H", "H", "H", "H", "H", "H", "H", "H", "H", "H", "H", "H", "H", "H", "H", "O", "P", "N", "C", "C", "N", "C", "C", "N", "C", "C", "H", "H", "H", "H", "H", "H", "H", "H", "H", "H", "H", "H", "H", "H", "H", "H", "H", "H", "O", "P", "N", "C", "C", "N", "C", "C", "N", "C", "C", "H", "H", "H", "H", "H", "H", "H", "H", "H", "H", "H", "H", "H", "H", "H", "H", "H", "H"],
  "positions_angstrom": [[2.478942, 2.187768, -0.696547], [3.242947, 1.322550, -1.567857], [2.420351, 0.186440, -2.028313], [1.864936, 0.598069, -3.476898], [0.388326, 0.057713, -3.815860], [-0.606684, 1.354196, -3.819033], [-2.152381, 0.982486, -3.741758], [-2.246440, -0.417632, -4.151213], [-2.799894, 1.030616, -2.279301], [-1.899093, 0.399655, -1.111671], [-2.746914, -0.671026, -0.238192], [-3.939803, -0.039318, 0.285325], [-3.325567, -2.252868, -1.278365], [-1.924102, -1.214534, 1.062089], [-0.611066, -0.689275, 1.150393], [-2.589807, -0.891031, 2.297499], [-1.931844, -3.227556, 1.014013], [-3.032349, 1.689116, -4.630721], [-2.733164, 3.072845, -4.772276], [-2.451792, 3.465636, -5.939301], [-2.683229, 4.414251, -3.426423], [-1.217774, 4.411606, -2.542727], [-4.066330, 4.393169, -2.419437], [2.856233, 2.047851, 0.387744], [1.357933, 1.966490, -0.679860], [2.593975, 3.294836, -0.981509], [3.173990, -0.675969, -2.183674], [1.598502, -0.082539, -1.271748], [1.816082, 1.755098, -3.486424], [2.552901, 0.310121, -4.339810], [0.417468, -0.353857, -4.894048], [0.016842, -0.791606, -3.155766], [-0.293526, 1.929213, -4.771073], [-0.314965, 2.030516, -2.933324], [-3.143119, 2.060774, -1.935714], [-3.759222, 0.385129, -2.337474], [-0.883724, -0.001186, -1.431305], [-1.677756, 1.258322, -0.365991], [-0.634489, 5.154339, -2.839384], [-3.765323, 4.475945, -1.474114], [6.575667, -1.272992, -4.050919], [7.128334, -1.012187, -2.635669], [8.516265, -0.213730, -3.271887], [9.918743, -0.410347, -2.964278], [8.264793, 1.122885, -3.814670], [7.455143, -2.729491, -2.422897], [8.775544, -3.329375, -2.579781], [6.551864, -3.619751, -3.181346], [7.700985, -0.695009, -0.996708], [7.779352, 0.691790, -0.547075], [8.308754, -1.603301, -0.044911], [10.177076, -0.170029, -1.927383], [10.564767, 0.206731, -3.596074], [10.253433, -1.421030, -3.180906], [8.021129, 1.839513, -3.023808], [7.424697, 1.103175, -4.514334], [9.116392, 1.520947, -4.372636], [9.142932, -3.230598, -3.607304], [8.751345, -4.388068, -2.325203], [9.518610, -2.912431, -1.898565], [6.827934, -3.663131, -4.239990], [5.513787, -3.290938, -3.110803], [6.589776, -4.644738, -2.797649], [8.686492, 1.186945, -0.908717], [7.792060, 0.784164, 0.542167], [6.911132, 1.252318, -0.897882], [9.388296, -1.683737, -0.201819], [7.858749, -2.596803, -0.056456], [8.174160, -1.261620, 0.987826], [2.970474, -1.542357, 4.300297], [2.212537, -2.809597, 4.743493], [0.755087, -1.929078, 5.002089], [-0.136205, -1.930004, 6.144785], [0.067988, -1.501445, 3.781361], [3.159242, -2.895712, 6.225873], [2.672126, -2.448874, 7.526301], [4.513827, -2.314989, 6.117751], [1.395162, -4.312287, 5.180637], [0.316024, -4.788708, 4.320062], [1.492300, -5.088985, 6.400325], [-0.614554, -2.898630, 6.325868], [-0.944431, -1.201144, 6.031425], [0.358852, -1.610433, 7.057670], [-0.357543, -2.355161, 3.239146], [0.761252, -0.992691, 3.107763], [-0.741368, -0.794113, 3.975512], [2.475495, -1.371033, 7.533697], [3.398405, -2.669707, 8.307310], [1.771682, -2.973232, 7.849225], [4.485309, -1.221208, 6.158806], [5.003016, -2.610689, 5.188334], [5.156592, -2.650200, 6.938569], [-0.627282, -4.271920, 4.524920], [0.114935, -5.856273, 4.443901], [0.575644, -4.639498, 3.270557], [0.807046, -4.716777, 7.167323], [2.506434, -5.130450, 6.799709], [1.226913, -6.139936, 6.236759], [-6.639171, 3.876673, -0.294068], [-7.859646, 3.054742, 0.169142], [-7.578489, 1.841690, -1.020975], [-8.499296, 1.238119, -1.963591], [-6.430430, 0.973574, -0.755288], [-8.960503, 4.284226, -0.443774], [-9.676988, 4.172745, -1.709802], [-8.401139, 5.652188, -0.453385], [-9.233594, 2.139278, 0.794205], [-8.978734, 0.836056, 1.401298], [-10.652211, 2.388816, 0.633707], [-9.305732, 0.671541, -1.485746], [-7.992155, 0.544703, -2.641280], [-8.938895, 1.966823, -2.638906], [-6.614197, 0.315673, 0.099792], [-5.541702, 1.568433, -0.530568], [-6.166364, 0.342918, -1.608659], [-8.987949, 4.147304, -2.561202], [-10.356309, 5.013310, -1.844213], [-10.328045, 3.298737, -1.757509], [-7.714893, 5.798553, -1.293937], [-7.863536, 5.871248, 0.470547], [-9.191437, 6.403981, -0.549812], [-8.860211, 0.051240, 0.647211], [-9.787907, 0.509720, 2.060076], [-8.075028, 0.873750, 2.011842], [-11.031707, 1.956372, -0.296490], [-10.906499, 3.448510, 0.679170], [-11.239477, 1.938696, 1.442470]],
  "forces_ev_per_angstrom": [[0.03, 0.59, 1.06], [-1.90, -0.58, 0.67], [1.21, 0.17, -1.38], [-0.90, 0.43, 0.09], [0.03, 0.64, -0.96], [0.86, -0.28, 0.00], [0.04, -1.13, 1.06], [-0.17, 2.43, 0.45], [-0.43, -1.23, 0.25], [-0.61, 0.73, 1.13], [-0.04, 1.08, 0.39], [2.39, -1.10, -1.06], [-0.65, 1.99, -1.06], [-0.11, -0.13, 1.74], [-3.03, -1.10, -0.49], [1.59, -0.28, -3.06], [1.42, 0.97, 1.74], [1.12, 0.97, 0.34], [1.65, -1.92, -4.01], [-1.47, -0.99, 5.23], [-0.35, 4.49, -0.87], [-0.94, -0.99, -0.23], [2.88, -1.25, 0.59], [-0.58, 0.30, -1.63], [1.41, 0.15, -0.25], [0.03, -1.67, 0.26], [-1.40, 1.18, 0.57], [1.22, 0.36, -1.12], [0.17, -1.83, 0.04], [-0.62, 0.24, 1.50], [-0.29, 0.54, 1.79], [0.60, 1.19, -0.72], [-0.97, -0.80, 1.43], [-0.67, -0.99, -1.23], [0.59, -1.22, -0.85], [1.48, 1.18, -0.17], [-1.59, 0.19, 0.36], [-0.24, -1.46, -1.04], [-1.17, -0.77, 0.11], [-0.74, -0.22, -0.90], [-3.57, 2.59, 1.80], [6.61, -4.75, -2.07], [0.72, 1.79, -1.00], [0.07, -0.16, 0.68], [-0.55, -0.07, -0.35], [-0.50, -1.15, 0.42], [0.35, 0.61, 0.59], [-0.32, 0.33, 0.10], [-1.62, 0.85, -0.03], [-0.15, 0.41, -0.33], [-0.81, -0.79, 0.79], [0.17, -0.04, 0.18], [-0.44, 0.21, 0.01], [-0.16, -0.10, 0.17], [0.09, 0.25, -0.06], [-0.05, -0.09, 0.10], [0.05, -0.25, 0.13], [0.06, -0.05, -0.09], [-0.29, -0.13, -0.08], [-0.07, 0.16, -0.16], [-0.09, 0.06, -0.05], [0.16, 0.01, -0.08], [0.22, 0.17, 0.26], [0.03, -0.02, -0.07], [-0.15, -0.28, -0.10], [0.11, 0.10, -0.01], [-0.02, 0.01, -0.21], [0.18, 0.09, -0.37], [-0.12, 0.28, -0.17], [0.33, -2.66, -3.84], [-1.01, 3.60, 7.48], [-1.49, 1.00, -0.93], [0.00, -0.65, 0.30], [0.56, 0.14, -0.27], [1.08, -0.41, 0.52], [-0.76, -0.51, -0.10], [-0.01, -0.17, -0.45], [0.54, -0.34, -1.76], [-0.15, 0.29, -0.41], [1.01, -0.88, 0.16], [-0.11, -0.14, 0.17], [0.16, -0.11, -0.45], [0.18, -0.20, 0.01], [-0.15, 0.18, -0.02], [0.12, -0.12, 0.10], [0.15, -0.12, 0.25], [0.00, 0.10, 0.06], [0.30, 0.02, -0.11], [-0.05, 0.14, -0.19], [0.03, 0.03, -0.11], [-0.11, 0.11, 0.09], [-0.31, -0.22, 0.07], [-0.01, 0.08, -0.01], [0.30, 0.08, 0.09], [-0.18, 0.06, 0.00], [0.03, 0.19, -0.05], [-0.15, 0.40, 0.00], [-0.10, 0.13, -0.31], [1.25, -0.92, 4.43], [-3.40, 1.26, -7.57], [1.27, -1.50, -0.53], [-0.66, -0.04, 0.27], [0.40, 0.47, 0.20], [-0.54, 1.08, 0.28], [-0.31, -0.84, 0.21], [0.24, -0.12, 0.39], [1.16, 0.07, 1.46], [0.49, -0.19, 0.00], [-0.64, 0.88, 0.82], [-0.22, -0.09, -0.03], [0.28, 0.04, 0.40], [-0.12, 0.14, 0.20], [0.16, -0.24, -0.04], [-0.15, 0.08, 0.07], [-0.24, 0.14, -0.04], [0.01, 0.03, -0.10], [0.12, 0.27, 0.14], [0.23, -0.07, 0.01], [0.10, 0.01, 0.05], [-0.01, -0.07, -0.16], [-0.22, -0.31, 0.04], [0.04, 0.01, -0.06], [0.01, 0.32, -0.04], [0.02, -0.16, -0.08], [0.17, 0.05, -0.10], [0.26, -0.08, -0.33], [0.31, -0.15, 0.07]],
  "mulliken_charge": [-0.412, -0.364, -0.020, -0.576, -0.359, -1.054, 0.792, -0.393, 0.632, -0.034, 0.139, -0.307, -0.084, 0.663, -0.090, -0.236, -0.089, -0.408, 0.688, -0.490, -0.191, -0.433, -0.146, 0.236, 0.048, 0.218, 0.104, 0.022, 0.256, 0.349, 0.421, 0.390, 0.547, 0.376, -0.536, -0.145, -0.377, 0.342, 0.348, 0.264, -0.792, 1.002, 0.030, -0.891, -0.965, 0.120, -1.242, -1.043, 0.114, -1.011, -0.955, 0.246, 0.404, 0.192, 0.283, 0.273, 0.363, 0.348, 0.400, 0.329, 0.342, 0.261, 0.343, 0.309, 0.371, 0.235, 0.291, 0.294, 0.364, -0.777, 0.907, 0.108, -0.874, -1.062, 0.118, -1.223, -1.071, 0.058, -1.066, -0.961, 0.276, 0.377, 0.217, 0.081, 0.370, 0.367, 0.350, 0.415, 0.326, 0.336, 0.343, 0.326, 0.294, 0.405, 0.286, 0.306, 0.300, 0.366, -0.782, 0.931, 0.173, -0.869, -0.966, 0.101, -1.175, -1.065, -0.005, -1.030, -0.929, 0.272, 0.378, 0.211, 0.213, 0.286, 0.284, 0.320, 0.402, 0.325, 0.332, 0.336, 0.330, 0.297, 0.365, 0.314, 0.290, 0.289, 0.369]
}